Entry 1:
Computed, not measured: C3H5N3OS in the gas phase, with wB97M-V/def2-TZVPD.

CARTESIAN COORDINATES (ANGSTROEM)
C  1.94  1.79  0.00
C  0.87  -1.42  -0.06
C  -2.55  -0.53  0.04
H  1.56  2.80  0.06
H  3.02  1.57  0.04
H  1.32  -2.39  -0.17
H  -0.72  0.51  0.06
H  -2.84  -1.56  0.01
N  1.08  0.84  -0.01
N  1.66  -0.42  -0.04
N  -1.22  -0.37  0.11
O  -0.47  -1.51  0.02
S  -3.65  0.71  -0.05

Calculated values
electronic energy	-754.87651	a.u.
gap between HOMO and LUMO	8.62	eV
LUMO energy	0.107	eV
energy relative to the best compared isomer or geometry (same formula, charge and spin)	102.0	kcal per mole

Electronic structure analysis, Mulliken charges in units of e:
1 C -0.363
2 C 0.069
3 C -0.153
4 H 0.275
5 H 0.269
6 H 0.356
7 H 0.352
8 H 0.338
9 N -0.129
10 N -0.530
11 N 0.031
12 O -0.188
13 S -0.327

---

Entry 2:
Computed, not measured: C21H27N3O7S in the gas phase, with wB97M-V/def2-TZVPD.

CARTESIAN COORDINATES (ANGSTROEM)
C  4.41  -0.92  5.08
C  4.55  -0.34  3.68
H  5.33  -0.88  3.13
H  4.78  0.72  3.72
O  3.32  -0.43  2.95
C  3.06  -1.61  2.36
O  3.83  -2.55  2.40
C  1.77  -1.68  1.67
C  0.90  -0.67  1.43
N  -0.32  -0.93  0.86
C  -0.83  -2.20  0.65
O  -1.96  -2.37  0.23
N  0.00  -3.21  1.00
H  -0.35  -4.14  0.81
C  1.43  -3.08  1.18
C  2.17  -3.36  -0.13
H  1.91  -4.35  -0.50
H  3.24  -3.33  0.05
H  1.91  -2.62  -0.88
H  1.75  -3.81  1.93
H  -0.96  -0.15  0.71
C  1.13  0.79  1.70
H  0.52  1.12  2.54
H  2.18  0.99  1.91
O  0.76  1.55  0.54
C  0.00  2.64  0.75
O  -0.28  3.06  1.83
C  -0.25  3.37  -0.56
N  -0.84  2.55  -1.61
S  -2.09  1.52  -1.10
O  -1.91  1.30  0.32
O  -3.37  2.00  -1.53
C  -1.69  0.01  -1.96
C  -0.37  -0.32  -2.15
C  -0.06  -1.53  -2.75
C  -1.07  -2.41  -3.14
C  -2.40  -2.04  -2.94
C  -2.71  -0.83  -2.35
H  -3.73  -0.53  -2.18
H  -3.19  -2.72  -3.23
C  -0.74  -3.73  -3.76
H  -1.14  -4.54  -3.14
H  0.33  -3.87  -3.85
H  -1.20  -3.82  -4.74
H  0.97  -1.80  -2.92
H  0.40  0.36  -1.83
C  -1.29  3.51  -2.60
H  -2.04  3.04  -3.23
H  -0.42  3.78  -3.21
C  -1.82  4.72  -1.81
H  -1.55  5.66  -2.29
H  -2.91  4.66  -1.75
C  -1.19  4.58  -0.42
H  -1.94  4.35  0.34
H  -0.65  5.47  -0.10
H  0.73  3.69  -0.93
H  5.33  -0.78  5.63
H  3.59  -0.43  5.61
H  4.20  -1.99  5.02

Calculated values
electronic energy	-1905.61816	a.u.
gap between HOMO and LUMO	9.15	eV
LUMO energy	0.581	eV
energy relative to the best compared isomer or geometry (same formula, charge and spin)	8.2	kcal per mole

Electronic structure analysis, Mulliken charges in units of e:
1 C -1.139
2 C -0.310
3 H 0.309
4 H 0.332
5 O -0.302
6 C 0.362
7 O -0.647
8 C 0.232
9 C 0.633
10 N -0.048
11 C -0.002
12 O -0.647
13 N -0.117
14 H 0.298
15 C 0.025
16 C -1.387
17 H 0.411
18 H 0.446
19 H 0.219
20 H 0.484
21 H 0.132
22 C -0.901
23 H 0.354
24 H 0.410
25 O -0.132
26 C 0.334
27 O -0.654
28 C -0.156
29 N 0.043
30 S 1.449
31 O -0.814
32 O -0.718
33 C 0.171
34 C -0.222
35 C -0.737
36 C 1.121
37 C -0.754
38 C -0.741
39 H 0.484
40 H 0.417
41 C -1.672
42 H 0.352
43 H 0.357
44 H 0.403
45 H 0.363
46 H 0.408
47 C -0.894
48 H 0.473
49 H 0.440
50 C -0.651
51 H 0.345
52 H 0.277
53 C -0.866
54 H 0.332
55 H 0.515
56 H 0.592
57 H 0.387
58 H 0.304
59 H 0.300

---

Entry 3:
Computed, not measured: C30H29N6O4Tl as an isolated structure, with wB97M-V/def2-TZVPD.

CARTESIAN COORDINATES (ANGSTROEM)
Tl  -0.95  -0.49  -0.93
N  -1.62  -0.27  3.89
C  -1.82  -0.94  2.76
N  -1.21  -0.32  1.77
C  -0.64  0.77  2.39
N  -0.87  0.83  3.68
C  0.16  1.80  1.71
C  0.82  2.78  2.46
N  1.58  3.71  1.88
C  1.68  3.67  0.56
C  1.01  2.72  -0.19
N  0.26  1.78  0.38
H  -1.95  -0.48  4.82
H  -2.38  -1.86  2.69
H  0.73  2.81  3.54
H  2.32  4.41  0.09
H  1.07  2.71  -1.27
C  5.18  -4.11  -0.82
O  4.33  -3.00  -0.50
C  3.92  -2.20  -1.50
C  4.35  -2.33  -2.82
C  3.92  -1.44  -3.79
C  3.04  -0.41  -3.46
C  2.62  -0.29  -2.15
C  3.05  -1.16  -1.17
N  2.69  -0.91  0.20
C  2.39  -1.84  1.10
C  1.82  -3.07  0.83
C  2.03  -4.13  1.78
C  1.56  -5.38  1.55
C  0.85  -5.64  0.34
C  0.58  -4.65  -0.56
C  0.99  -3.30  -0.34
O  0.56  -2.36  -1.09
H  5.33  -4.64  0.11
H  6.14  -3.76  -1.20
H  4.70  -4.77  -1.54
H  5.03  -3.12  -3.09
H  4.28  -1.54  -4.80
H  2.70  0.28  -4.23
H  1.92  0.49  -1.88
H  2.97  -0.01  0.55
H  2.61  -1.58  2.13
H  2.64  -3.93  2.65
H  1.74  -6.17  2.25
H  0.51  -6.65  0.14
H  0.02  -4.85  -1.47
C  -2.82  5.25  1.74
C  -3.11  4.08  0.84
C  -4.11  3.16  1.17
C  -4.44  2.05  0.35
C  -5.54  1.06  0.63
C  -3.58  2.13  -0.66
C  -2.63  2.85  -1.24
C  -1.96  2.67  -2.58
C  -2.39  3.91  -0.35
C  -4.90  0.25  -2.68
O  -5.76  0.86  -3.15
O  -4.01  -0.33  -2.18
H  -3.63  5.41  2.45
H  -2.68  6.16  1.16
H  -1.91  5.07  2.31
H  -4.70  3.27  2.07
H  -5.96  1.23  1.62
H  -5.16  0.03  0.58
H  -6.33  1.17  -0.11
H  -2.63  2.94  -3.39
H  -1.66  1.64  -2.72
H  -1.09  3.33  -2.65
H  -1.64  4.63  -0.65

Calculated values
electronic energy	-1961.98427	a.u.
gap between HOMO and LUMO	4.16	eV
net charge	+2
LUMO energy	-8.261	eV
energy relative to the best compared isomer or geometry (same formula, charge and spin)	3.9	kcal per mole

Electronic structure analysis, Mulliken charges in units of e:
1 Tl 1.145
2 N 0.029
3 C -0.391
4 N -0.067
5 C -0.065
6 N -0.614
7 C 0.374
8 C -0.343
9 N -0.560
10 C -0.628
11 C -0.807
12 N 0.696
13 H 0.212
14 H 0.525
15 H 0.555
16 H 0.472
17 H 0.503
18 C -1.078
19 O -0.318
20 C 1.083
21 C -0.630
22 C -0.741
23 C -1.077
24 C 0.392
25 C -0.424
26 N 0.371
27 C -0.711
28 C 1.136
29 C -0.927
30 C -0.740
31 C -0.421
32 C -0.912
33 C 0.656
34 O -0.786
35 H 0.256
36 H 0.401
37 H 0.432
38 H 0.460
39 H 0.412
40 H 0.433
41 H 0.132
42 H 0.304
43 H 0.494
44 H 0.440
45 H 0.439
46 H 0.450
47 H 0.473
48 C -1.509
49 C 0.310
50 C -0.605
51 C 0.103
52 C -1.550
53 C 1.478
54 C 0.128
55 C -1.446
56 C -0.299
57 C 0.859
58 O -0.348
59 O -0.447
60 H 0.411
61 H 0.389
62 H 0.304
63 H 0.461
64 H 0.447
65 H 0.358
66 H 0.363
67 H 0.416
68 H 0.234
69 H 0.386
70 H 0.519

---

Entry 4:
Computed, not measured: C13H25IN6O3Ru as an isolated structure, with wB97M-V/def2-TZVPD.

CARTESIAN COORDINATES (ANGSTROEM)
Ru  0.36  -0.32  -0.69
N  -1.40  -0.86  -1.73
C  -2.60  -0.07  -1.31
C  -2.45  0.14  0.17
N  -1.06  0.63  0.45
C  -0.91  2.13  0.38
C  -0.60  2.54  -1.03
N  0.52  1.65  -1.45
H  -1.31  -0.83  -2.75
H  -1.58  -1.84  -1.52
H  -3.52  -0.62  -1.54
H  -2.63  0.86  -1.87
H  -2.56  -0.81  0.70
H  -3.17  0.84  0.58
H  -0.86  0.38  1.42
H  -0.08  2.39  1.04
H  -1.81  2.60  0.77
H  -0.30  3.58  -1.07
H  -1.43  2.40  -1.71
H  1.40  2.02  -1.06
H  0.67  1.69  -2.46
N  3.79  0.06  1.78
C  3.36  0.00  0.54
O  2.12  -0.04  0.29
C  4.36  0.04  -0.57
I  4.39  2.04  -1.34
H  3.15  0.06  2.55
H  4.78  0.10  1.99
H  4.06  -0.61  -1.38
H  5.37  -0.20  -0.25
O  2.96  -5.53  4.55
C  1.70  -6.06  4.24
N  1.44  -5.74  2.85
C  0.99  -4.53  2.49
O  0.60  -3.66  3.25
C  0.95  -4.21  1.00
C  1.10  -5.08  -0.08
C  1.01  -4.58  -1.38
C  0.76  -3.24  -1.57
N  0.61  -2.39  -0.52
C  0.71  -2.88  0.72
H  3.15  -5.67  5.48
H  0.90  -5.61  4.84
H  1.67  -7.14  4.34
H  1.89  -6.33  2.16
H  1.27  -6.14  0.07
H  1.12  -5.23  -2.23
H  0.68  -2.82  -2.57
H  0.59  -2.21  1.56

Calculated values
electronic energy	-1456.27756	a.u.
gap between HOMO and LUMO (spin up / spin down)	5.68 / 5.18	eV
net charge	+3
LUMO energy (spin up / spin down)	-11.336 / -11.828	eV
energy relative to the best compared isomer or geometry (same formula, charge and spin)	6.6	kcal per mole
spin multiplicity	2

Electronic structure analysis, Mulliken charges in units of e:
1 Ru 0.701
2 N -0.334
3 C -0.551
4 C -0.601
5 N 0.019
6 C -0.613
7 C -0.527
8 N -0.260
9 H 0.283
10 H 0.360
11 H 0.453
12 H 0.206
13 H 0.375
14 H 0.382
15 H 0.331
16 H 0.402
17 H 0.380
18 H 0.441
19 H 0.207
20 H 0.133
21 H 0.365
22 N -0.296
23 C 0.664
24 O -0.615
25 C -1.068
26 I 0.237
27 H 0.259
28 H 0.246
29 H 0.295
30 H 0.536
31 O -0.526
32 C -0.475
33 N -0.179
34 C 0.461
35 O -0.654
36 C -0.332
37 C -0.132
38 C -0.998
39 C -0.478
40 N 0.466
41 C 0.121
42 H 0.334
43 H 0.354
44 H 0.374
45 H 0.228
46 H 0.477
47 H 0.465
48 H 0.510
49 H 0.576

---

Entry 5:
Computed, not measured: a 2-piece molecular cluster, C3H9N2O2S overall, with wB97M-V/def2-TZVPD.

CARTESIAN COORDINATES (ANGSTROEM)
N  1.57  0.36  0.42
C  0.13  0.45  0.78
C  -0.70  1.04  -0.41
S  0.10  2.22  -1.50
C  -0.34  -0.95  1.29
N  0.58  -1.92  1.34
O  -1.41  -1.00  1.88
H  2.05  1.19  0.72
H  1.64  0.40  -0.59
H  0.11  1.06  1.67
H  -1.05  0.27  -1.09
H  -1.58  1.44  0.11
H  1.41  -1.92  0.78
H  0.39  -2.72  1.91
H  -1.00  -2.03  -2.11
H  0.02  -1.09  -1.50
O  -0.22  -2.02  -1.56

Calculated values
electronic energy	-777.93959	a.u.
gap between HOMO and LUMO	6.46	eV
net charge	-1
LUMO energy	3.641	eV
energy relative to the best compared isomer or geometry (same formula, charge and spin)	32.1	kcal per mole

Electronic structure analysis, Mulliken charges in units of e:
1 N -0.715
2 C -0.007
3 C -0.866
4 S -0.594
5 C 0.349
6 N -0.250
7 O -0.683
8 H 0.256
9 H 0.214
10 H 0.426
11 H 0.116
12 H 0.277
13 H 0.239
14 H 0.229
15 H 0.319
16 H 0.339
17 O -0.650

---

Entry 6:
Computed, not measured: a 6-piece molecular cluster, C5H24N2O5 overall, with wB97M-V/def2-TZVPD.

CARTESIAN COORDINATES (ANGSTROEM)
N  -1.50  -1.82  0.85
C  -2.40  -0.63  1.27
C  -1.87  0.64  0.58
N  -0.46  0.92  0.67
C  -0.23  2.19  -0.04
C  0.62  2.11  -1.33
C  -0.25  1.92  -2.65
H  -0.52  -1.55  0.82
H  -1.53  -2.50  1.60
H  -2.17  -0.58  2.33
H  -3.43  -0.94  1.09
H  -2.45  1.42  1.12
H  -2.21  0.43  -0.46
H  0.13  0.21  0.25
H  -1.18  2.71  -0.24
H  0.32  2.87  0.64
H  1.12  3.08  -1.47
H  1.37  1.33  -1.34
H  -1.26  2.32  -2.49
H  0.22  2.58  -3.36
H  -0.58  0.91  -2.89
H  1.34  -0.58  -3.38
H  0.52  -1.63  -2.67
O  1.37  -1.09  -2.57
H  2.21  0.12  2.10
H  3.68  0.11  1.58
O  3.10  0.50  2.23
H  -1.25  -2.37  -1.53
H  -0.27  -3.18  -2.38
O  -0.82  -2.38  -2.41
H  2.31  -1.48  -0.73
H  1.43  -0.62  -0.04
O  1.84  -1.49  0.13
H  0.27  -0.37  3.50
H  -0.08  0.81  2.86
O  -0.49  0.23  3.54

Calculated values
electronic energy	-690.54613	a.u.
gap between HOMO and LUMO	9.69	eV
LUMO energy	0.468	eV
energy relative to the best compared isomer or geometry (same formula, charge and spin)	53.8	kcal per mole

Electronic structure analysis, Mulliken charges in units of e:
1 N -0.557
2 C -0.690
3 C -0.468
4 N 0.623
5 C -0.821
6 C -0.197
7 C -1.271
8 H 0.135
9 H 0.259
10 H 0.446
11 H 0.338
12 H 0.442
13 H 0.246
14 H -0.715
15 H 0.446
16 H 0.228
17 H 0.407
18 H 0.189
19 H 0.362
20 H 0.387
21 H 0.291
22 H 0.276
23 H 0.417
24 O -0.672
25 H 0.281
26 H 0.322
27 O -0.617
28 H 0.334
29 H 0.342
30 O -0.714
31 H 0.365
32 H 0.223
33 O -0.592
34 H 0.314
35 H 0.301
36 O -0.659

---

Among the records above, which one has the highest electronic energy?
C5H24N2O5